No. 1
C3H10NO2 | wB97M-V/def2-TZVPD

Output
LUMO level in Eh: -0.135
Maximum force in eV/A: 3.506
Energy relative to the best compared isomer or geometry (same formula, charge and spin) in kJ/mol: 116.8
Net charge: +1
Electronic energy in eV: -8851.130
HOMO level in Eh: -0.5529

Each atom is followed by the atoms it is bonded to, with distances in Å.
Element x y z (Å)
1 O -0.426 2.211 0.183  C2 1.217
2 C 0.196 1.624 -0.682  O1 1.217, C3 1.585, H6 1.059
3 C 0.173 0.039 -0.624  C2 1.585, C4 1.534, N5 1.464, H7 1.106
4 C -0.150 -0.615 -1.974  C3 1.534, H8 1.135, H9 1.147, H10 1.131
5 N -0.690 -0.358 0.491  C3 1.464, H11 1.063, H12 1.048, H13 1.072
6 H 0.944 2.114 -1.250  C2 1.059
7 H 1.213 -0.288 -0.435  C3 1.106
8 H -1.139 -0.128 -2.243  C4 1.135
9 H 0.544 -0.226 -2.800  C4 1.147
10 H -0.128 -1.746 -1.960  C4 1.131
11 H -0.780 0.590 0.965  N5 1.063
12 H -1.615 -0.788 0.251  N5 1.048
13 H -0.139 -0.955 1.189  N5 1.072
14 H 1.688 -2.037 1.965  O16 0.977
15 H 0.503 -2.786 2.349  O16 0.946
16 O 0.729 -1.903 2.094  H14 0.977, H15 0.946



No. 2
C4H13N2OP | wB97M-V/def2-TZVPD

Output
LUMO level in Eh: 0.031
Maximum force in eV/A: 4.760
Energy relative to the best compared isomer or geometry (same formula, charge and spin) in kJ/mol: 0.0
Electronic energy in eV: -18676.184
SMILES string: CC[C@@H](C)N[P@H](N)=O
HOMO level in Eh: -0.3638

Each atom is followed by the atoms it is bonded to, with distances in Å.
Element x y z (Å)
1 C -1.645 0.720 1.640  C2 1.550, H9 1.123, H10 1.130, H11 1.085
2 C -1.815 0.002 0.276  C1 1.550, C3 1.486, H12 1.155, H13 1.117
3 C -0.568 -0.657 -0.188  C2 1.486, C4 1.524, N5 1.499, H14 1.055
4 C -0.644 -1.509 -1.450  C3 1.524, H15 1.131, H16 1.095, H17 1.073
5 N 0.452 0.402 -0.483  C3 1.499, P6 1.599, H18 1.021
6 P 1.755 0.784 0.361  N5 1.599, N7 1.746, O8 1.452, H19 1.549
7 N 3.125 0.072 -0.454  P6 1.746, H20 1.026, H21 0.959
8 O 1.695 0.522 1.789  P6 1.452
9 H -1.384 -0.129 2.326  C1 1.123
10 H -0.854 1.525 1.596  C1 1.130
11 H -2.498 1.253 2.047  C1 1.085
12 H -2.755 -0.651 0.431  C2 1.155
13 H -2.186 0.793 -0.421  C2 1.117
14 H -0.246 -1.205 0.654  C3 1.055
15 H -1.045 -1.073 -2.413  C4 1.131
16 H 0.350 -1.896 -1.698  C4 1.095
17 H -1.296 -2.348 -1.300  C4 1.073
18 H 0.583 0.715 -1.445  N5 1.021
19 H 1.908 2.293 0.045  P6 1.549
20 H 3.985 0.196 0.090  N7 1.026
21 H 3.083 0.190 -1.404  N7 0.959



No. 3
C6H39NO13 | wB97M-V/def2-TZVPD

Output
LUMO level in Eh: 0.001
Maximum force in eV/A: 6.100
Energy relative to the best compared isomer or geometry (same formula, charge and spin) in kJ/mol: 702.9
Electronic energy in eV: -34958.559
HOMO level in Eh: -0.3361

Each atom is followed by the atoms it is bonded to, with distances in Å.
Element x y z (Å)
1 C -0.979 0.523 -0.796  C2 1.515, C5 1.569, H9 1.095, H10 1.076
2 C -1.682 -0.463 -1.706  C1 1.515, C3 1.520, O4 1.381, H11 1.158
3 C -2.488 0.385 -2.677  C2 1.520, H12 1.078, H13 1.026, H14 1.084
4 O -2.378 -1.238 -0.800  C2 1.381, H15 1.066
5 C 0.254 -0.225 -0.178  C1 1.569, N6 1.494, H16 1.184, H17 1.125
6 N -0.052 -1.030 1.043  C5 1.494, C7 1.507, H18 1.005
7 C 1.203 -1.694 1.548  N6 1.507, C8 1.497, H19 1.047, H20 1.166
8 C 1.608 -2.939 0.821  C7 1.497, H21 1.082, H22 1.115, H23 1.049
9 H -0.594 1.368 -1.377  C1 1.095
10 H -1.604 0.976 -0.047  C1 1.076
11 H -1.018 -1.090 -2.419  C2 1.158
12 H -3.449 0.819 -2.452  C3 1.078
13 H -2.683 -0.108 -3.555  C3 1.026
14 H -1.962 1.230 -3.107  C3 1.084
15 H -3.375 -0.886 -0.658  O4 1.066
16 H 1.143 0.515 0.073  C5 1.184
17 H 0.610 -0.893 -1.011  C5 1.125
18 H -0.676 -1.679 0.596  N6 1.005
19 H 1.903 -1.018 1.933  C7 1.047
20 H 0.892 -2.286 2.503  C7 1.166
21 H 1.655 -3.792 1.485  C8 1.082
22 H 1.008 -3.144 -0.097  C8 1.115
23 H 2.595 -2.885 0.470  C8 1.049
24 H 1.413 0.699 1.785  O26 1.009
25 H 1.960 1.982 2.289  O26 0.991
26 O 2.195 1.021 2.335  H24 1.009, H25 0.991
27 H -1.620 -1.724 3.776  O29 0.973
28 H -3.018 -1.147 3.321  O29 0.915
29 O -2.176 -0.942 3.616  H27 0.973, H28 0.915
30 H -0.355 2.671 -2.283  O32 1.009
31 H 0.748 3.687 -2.918  O32 0.950
32 O 0.311 2.849 -3.020  H30 1.009, H31 0.950
33 H 0.116 -2.882 -3.173  O35 0.966
34 H 1.380 -3.539 -2.668  O35 0.906
35 O 0.526 -3.350 -2.433  H33 0.966, H34 0.906
36 H -3.101 -3.627 0.420  O38 0.920
37 H -2.553 -2.245 0.604  O38 1.035
38 O -3.047 -3.008 1.099  H36 0.920, H37 1.035
39 H 3.820 -0.100 0.922  O41 0.962
40 H 4.298 -1.401 0.283  O41 0.878
41 O 4.124 -0.554 0.130  H39 0.962, H40 0.878
42 H 0.195 1.051 -3.238  O44 0.973
43 H 0.277 0.011 -4.473  O44 0.941
44 O 0.299 0.132 -3.540  H42 0.973, H43 0.941
45 H 0.825 3.001 0.273  O47 0.958
46 H 2.094 2.672 -0.473  O47 1.029
47 O 1.097 2.419 -0.437  H45 0.958, H46 1.029
48 H -1.942 0.748 2.658  O50 0.963
49 H -0.807 0.815 1.769  O50 0.969
50 O -1.374 1.422 2.270  H48 0.963, H49 0.969
51 H -0.220 0.748 4.575  O53 0.933
52 H -0.041 1.814 3.450  O53 1.009
53 O 0.431 1.269 4.156  H51 0.933, H52 1.009
54 H 3.924 0.425 -1.637  O56 0.939
55 H 3.050 1.324 -2.642  O56 1.006
56 O 3.799 0.660 -2.537  H54 0.939, H55 1.006
57 H -3.151 3.607 0.703  O59 0.990
58 H -1.847 2.867 1.124  O59 0.938
59 O -2.185 3.711 0.892  H57 0.990, H58 0.938